# 1
C20H50F2KNO14S2 | ωB97M-V with the def2-TZVPD basis set

Geometry as ORCA input:
```
! RIJCOSX wB97M-V def2-TZVPD def2/J DEFGRID3
* xyz 0 1
K -0.753 -2.038 -1.691
S 0.188 1.406 -1.781
S -0.928 0.977 0.409
F -2.548 0.977 0.617
F 0.367 0.437 -3.056
O -4.441 3.013 -1.632
O 1.491 1.286 -1.209
O -0.523 -0.111 1.278
O 0.648 6.118 -4.857
O 2.503 -4.482 1.785
O 3.381 0.204 6.225
O 1.957 -2.367 -2.054
O 0.156 5.589 -2.114
O 0.185 -4.305 -2.867
O 0.765 -0.933 5.753
O -0.258 2.647 -2.349
O -0.587 2.317 0.787
O -6.324 0.668 -1.950
O -0.242 -3.562 0.943
N -1.046 0.557 -1.071
C 0.771 5.819 -6.235
C -3.407 3.795 -1.109
C -0.039 5.491 -0.716
C 1.480 5.367 -4.020
C 2.553 -0.234 7.268
C 1.135 -0.416 4.482
C 1.403 5.964 -2.612
C 1.526 -4.693 -2.603
C 2.014 -3.674 -1.546
C -1.274 -4.469 1.379
C 0.612 -3.064 1.975
C -5.383 2.499 -0.716
C -7.297 0.241 -2.867
C 1.536 -4.030 2.689
C 3.272 -5.553 2.249
C 1.089 -0.188 6.921
C 4.720 0.451 6.631
C 3.015 -2.018 -2.924
C -6.598 1.943 -1.432
C -0.412 -5.039 -3.932
H -3.028 3.394 -0.160
H -6.943 -0.700 -3.287
H 2.060 -0.984 4.291
H -0.959 4.966 -0.492
H -0.412 -6.081 -3.608
H -1.860 -4.579 0.465
H 2.677 0.467 8.114
H 1.160 4.815 -6.438
H -8.320 0.181 -2.486
H 2.093 -4.660 -3.535
H 0.450 -0.660 7.666
H -7.454 1.934 -0.739
H 3.946 -2.085 -2.354
H 2.651 -6.293 2.772
H -3.679 4.850 -1.062
H 1.583 -5.650 -2.073
H -6.951 2.638 -2.207
H 1.227 -2.436 1.320
H 4.623 1.119 7.495
H -0.854 -5.473 1.495
H 1.336 4.283 -3.968
H -0.240 5.841 -6.633
H 0.008 -2.393 2.586
H -7.342 0.914 -3.737
H -5.723 3.360 -0.119
H 2.525 5.446 -4.374
H 1.374 0.639 4.361
H 1.469 6.516 -6.702
H 4.062 -5.241 2.940
H 0.724 0.839 6.820
H 0.813 4.900 -0.356
H 5.274 0.874 5.805
H 3.054 -2.670 -3.802
H 3.746 -6.099 1.434
H 0.997 -4.900 3.104
H 1.879 -3.566 3.624
H 2.296 5.775 -2.004
H -2.478 3.720 -1.679
H 1.444 7.055 -2.773
H 2.924 -1.167 7.707
H 0.438 -0.812 3.745
H 2.860 -1.005 -3.289
H -1.767 -4.083 2.266
H 0.168 -4.917 -4.856
H 0.047 6.459 -0.211
H -1.377 -4.633 -4.229
H 3.022 -3.931 -1.192
H 1.420 -3.909 -0.661
H 5.190 -0.456 7.024
H -4.863 1.804 -0.051
*
```

Calculated values
**Energy**: -3495.95032 Eh
**HOMO**: -8.6 eV
**Frontier orbital gap**: 8.3 eV
**F_max**: 5.70 eV/A
**Energy relative to the best compared isomer or geometry (same formula, charge and spin)**: 23.0 kcal per mole

These are the Löwdin partial charges, in e, on atoms 1 to 6: number 1, K, carries 0.890; number 2, S, carries 0.530; number 3, S, carries 0.470; number 4, F, carries -0.217; number 5, F, carries -0.221; number 6, O, carries -0.176



# 2
C20H50FN3O3P2 | ωB97M-V with the def2-TZVPD basis set

Geometry as ORCA input:
```
! RIJCOSX wB97M-V def2-TZVPD def2/J DEFGRID3
* xyz 0 1
P 1.154 -2.545 -0.949
P -1.002 -2.011 -1.079
F -2.675 -1.654 -1.268
O 1.374 -3.594 0.411
O 6.094 0.346 -2.957
O -2.883 5.064 1.438
N 2.118 -1.115 -0.560
N 3.371 -0.268 -3.786
N -2.915 4.036 -1.273
C -1.038 -1.471 0.713
C -0.755 -3.811 3.390
C -4.039 5.183 0.621
C -2.664 -4.253 -0.641
C -1.418 -3.822 -1.440
C 7.045 -0.213 -3.845
C -1.103 0.883 1.908
C -1.485 -0.857 3.870
C -0.502 -5.347 3.684
C 4.132 0.802 -4.440
C -1.832 -0.099 0.917
C -2.103 6.243 1.531
C 0.158 -2.905 4.274
C 4.610 0.310 -5.803
C -1.426 0.654 3.423
C -3.157 6.454 -1.439
C 5.254 1.338 -3.531
C -3.768 5.166 -0.895
C -2.546 -4.954 0.589
C -0.007 -1.360 4.043
H 0.385 -0.843 4.954
H 2.293 -3.872 0.373
H -3.384 3.173 -1.013
H 5.860 2.097 -4.044
H -0.013 0.888 1.676
H -0.496 -3.676 2.316
H 0.027 -3.132 5.357
H 4.041 -0.957 -3.451
H 5.344 0.992 -6.238
H -2.341 1.168 3.779
H -2.092 -1.483 3.180
H -2.086 6.526 -1.249
H -1.518 6.187 2.451
H -0.343 -5.527 4.767
H -3.643 7.335 -1.014
H 5.049 -0.687 -5.761
H 7.452 0.534 -4.531
H -1.372 -5.918 3.287
H -3.280 6.499 -2.523
H -1.648 -3.901 -2.529
H -2.894 -0.293 1.179
H -0.671 -1.064 -2.086
H -2.190 -6.004 0.567
H 0.410 -5.660 3.122
H -2.803 -4.452 1.542
H 0.606 -0.972 3.193
H -2.096 4.060 -0.670
H -1.839 0.383 -0.092
H -4.627 6.062 0.916
H -1.394 6.296 0.703
H 1.212 -3.156 3.992
H -4.737 5.038 -1.390
H 2.954 0.098 -2.934
H -2.011 -0.901 4.855
H 2.903 -1.464 -0.016
H 1.598 -0.428 -0.011
H -0.035 -1.370 1.177
H -0.574 1.099 3.998
H -3.692 -4.060 -1.006
H -1.467 1.912 1.658
H 3.447 1.637 -4.623
H -4.651 4.308 0.862
H 7.863 -0.620 -3.247
H -1.824 -3.592 3.597
H 4.784 1.840 -2.681
H -1.646 -2.235 1.253
H -2.722 7.142 1.564
H -0.503 -4.411 -1.220
H 6.607 -1.044 -4.399
H 3.767 0.245 -6.494
*
```

Calculated values
**Energy**: -1964.40427 Eh
**HOMO**: -7.4 eV
**Frontier orbital gap**: 7.3 eV
**F_max**: 3.07 eV/A
**Structure (SMILES)**: C=CC[PH](F)(CCCCCCCCC)P(N)O.COC[C@@H](C)N.COC[C@@H](C)N

These are the Löwdin partial charges, in e, on atoms 1 to 6: number 1, P, carries 0.686; number 2, P, carries 0.681; number 3, F, carries -0.356; number 4, O, carries -0.389; number 5, O, carries -0.192; number 6, O, carries -0.197



Question: Look up the energy of the second one.
Answer: -1964.40427 Eh